1.
ORCA calculation (the ωB97M-V functional and the def2-TZVPD basis) on a structure of composition C19H17FN3O2RuS4 at a distorted geometry.

The calculation puts the electronic energy at -2836.43991 hartree. The spin multiplicity is 2. The energy above the lowest of the compared OMol25 structures with the same formula, charge and spin comes out at 49.5 kcal per mole. Its total charge is -2. The calculation puts the HOMO energy (alpha / beta) at -0.028 / -0.028 Ha. The gap between HOMO and LUMO (alpha / beta) is 5.350 / 5.375 eV.

Geometry as XYZ:
```
47
Properties=species:S:1:pos:R:3:forces:R:3:lowdin_spin:R:1
Ru -1.2632 1.0645 -0.7739 -0.126 2.160 -0.876 0.046
C -0.1339 1.7618 -4.9371 0.045 0.044 -0.119 0.005
C 0.7476 0.7042 -5.1835 -0.021 0.004 0.032 -0.001
C 0.9882 -0.2031 -4.1733 -0.046 0.104 -0.036 0.002
C 0.3374 -0.0559 -2.9430 0.024 -0.216 0.246 0.003
C -0.5784 0.9844 -2.6729 -0.138 -0.027 -0.215 0.004
C -0.7692 1.9049 -3.7211 0.034 -0.164 0.217 0.000
C 0.5225 -0.9994 -1.8449 0.231 -0.116 -0.207 0.002
C 1.5206 -2.0309 -1.8319 -0.315 0.185 0.055 0.000
C 1.5803 -2.8832 -0.7795 0.007 -0.073 0.047 0.000
C 0.6065 -2.8058 0.2548 0.171 -0.196 0.005 0.000
C 0.5599 -3.7134 1.3411 0.037 0.054 -0.136 0.000
C -0.4372 -3.6230 2.2687 -0.168 0.129 0.014 0.000
C -1.4465 -2.6376 2.1255 0.094 -0.126 0.068 0.000
C -1.4152 -1.7342 1.1027 0.176 -0.005 -0.086 0.000
C -0.3444 -1.7800 0.1731 -0.429 0.240 -0.158 0.000
N -0.2996 -0.8392 -0.8263 0.172 -0.130 0.172 0.001
H -0.3057 2.4990 -5.7161 -0.030 0.001 -0.003 0.000
H 1.2403 0.6042 -6.1442 -0.001 0.007 -0.008 0.000
H 1.6676 -1.0292 -4.3526 0.027 -0.009 0.037 0.000
H -1.4132 2.7574 -3.5514 0.036 0.025 -0.099 0.000
H 2.2200 -2.0931 -2.6524 0.044 -0.016 0.024 0.000
H 2.3474 -3.6504 -0.7291 -0.009 0.002 0.020 0.000
H 1.3234 -4.4812 1.4135 0.007 0.004 0.003 0.000
H -0.4727 -4.3140 3.1031 0.001 -0.006 -0.001 0.000
H -2.2599 -2.5978 2.8404 0.003 -0.014 0.003 0.000
H -2.1924 -0.9971 0.9430 -0.022 -0.018 0.005 0.000
S 0.7690 2.3256 -0.4661 -0.118 0.004 0.116 0.424
S 1.0577 3.9286 -1.5867 -0.066 -0.058 -0.099 0.493
S -2.6848 4.3122 -2.1149 0.074 -0.145 0.218 0.005
S -2.7817 2.6936 -1.0247 0.944 -1.061 -0.020 0.000
C 1.6340 1.1923 3.6478 0.068 0.079 -0.012 0.000
C 0.7460 0.8481 2.4803 -0.155 0.216 0.128 0.002
N 1.1499 0.1588 1.4868 0.147 -0.181 0.093 0.000
O 2.5295 -0.1724 1.5634 -0.126 0.015 -0.001 0.001
C -0.6466 1.3105 2.5103 0.351 -0.099 -0.071 0.005
C -1.2088 1.8639 3.7864 -0.098 -0.047 0.039 0.000
N -1.4237 1.1932 1.4552 -0.519 -0.329 0.165 0.004
O -2.6842 1.3721 1.6256 -0.070 0.121 0.323 0.002
H 2.5407 0.5946 3.6430 -0.025 -0.009 -0.033 0.000
H 1.1053 1.0406 4.5875 -0.012 -0.030 0.016 0.000
H 1.9177 2.2472 3.5986 -0.015 0.010 -0.026 0.000
H 2.6368 -0.6092 0.7137 0.092 -0.014 -0.070 0.000
H -0.5128 2.5623 4.2550 0.014 0.022 0.005 0.000
H -1.4450 1.0888 4.5282 -0.013 -0.030 -0.026 0.000
H -2.1398 2.3777 3.5559 0.008 -0.002 -0.047 0.000
F -2.8896 -0.1406 -0.9780 -0.285 -0.308 0.300 0.001
```
Forces are in eV/Å.

=====

2.
ORCA calculation (the ωB97M-V functional and the def2-TZVPD basis) on a structure of composition C12H10N3OPbSbSe4.

The calculation puts the electronic energy at -10741.67076 hartree. The calculation puts the HOMO energy (alpha / beta) at -0.304 / -0.306 Ha. The gap between HOMO and LUMO (alpha / beta) is 5.433 / 5.631 eV.

Geometry as XYZ:
```
32
Properties=species:S:1:pos:R:3:forces:R:3:lowdin_charge:R:1
Pb 0.0218 -0.4162 1.7379 0.016 0.094 0.102 0.970
O -0.8978 3.1181 -0.7316 0.089 -0.115 0.082 0.033
C -0.9224 2.1132 -0.0261 -0.148 0.011 -0.015 -0.502
N 0.0807 1.5970 0.7024 0.041 -0.071 -0.156 -0.158
C 1.3863 2.2350 0.5897 0.008 -0.222 -0.056 -0.168
C 2.4111 1.2366 0.0848 -0.276 -0.171 0.098 -0.263
C 3.3162 1.5294 -0.9221 0.026 0.074 -0.038 -0.009
C 4.1469 0.5238 -1.3897 0.075 0.048 -0.035 -0.048
C 4.0799 -0.7364 -0.8171 -0.003 -0.072 -0.024 -0.047
C 3.1648 -0.9497 0.1965 -0.128 0.161 0.150 -0.149
N 2.3447 0.0153 0.6314 0.097 -0.042 -0.122 -0.034
C -2.2311 1.3320 0.0622 0.340 -0.065 0.162 -0.203
C -3.2902 1.6756 -0.7585 -0.106 0.100 -0.074 0.011
C -4.4556 0.9329 -0.6790 -0.072 0.009 -0.036 -0.039
C -4.5303 -0.1224 0.2214 -0.068 0.007 -0.036 -0.048
C -3.4260 -0.3970 1.0041 0.163 0.043 0.028 -0.137
N -2.2981 0.3133 0.9213 -0.090 -0.070 0.000 -0.044
H 1.7064 2.5886 1.5732 0.047 0.076 0.057 0.122
H 1.3327 3.0921 -0.0773 -0.019 0.055 -0.044 0.113
H 3.3391 2.5245 -1.3497 -0.016 -0.071 -0.004 0.119
H 4.8291 0.7181 -2.2098 -0.017 -0.004 0.078 0.112
H 4.6949 -1.5545 -1.1674 0.002 0.046 0.033 0.111
H 3.0655 -1.9281 0.6611 -0.041 0.096 -0.074 0.087
H -3.1664 2.5107 -1.4370 -0.016 -0.076 0.070 0.123
H -5.3016 1.1721 -1.3145 0.072 -0.030 0.051 0.113
H -5.4214 -0.7317 0.3090 0.056 0.069 0.002 0.109
H -3.4324 -1.2166 1.7170 0.022 0.048 -0.070 0.114
Se -1.6322 -5.7347 -0.6637 -0.097 -0.081 -0.143 0.134
Sb -0.0366 -4.2025 0.4632 0.331 0.288 -0.144 -0.377
Se -0.2173 -1.9690 -0.5743 -0.248 -0.124 -0.050 -0.045
Se 2.1440 -5.1570 0.3930 -0.105 -0.045 0.177 -0.082
Se -0.8047 -4.1128 2.8496 0.064 0.035 0.035 0.080
```
Forces are in eV/Å.

=====

3.
ORCA calculation (the ωB97M-V functional and the def2-TZVPD basis) on a structure of composition C16H15Br2O9PtS2 at a distorted geometry.

The calculation puts the electronic energy at -7359.17173 hartree. The energy above the lowest of the compared OMol25 structures with the same formula, charge and spin comes out at 65.0 kcal per mole. Its total charge is +1. The calculation puts the HOMO energy (alpha / beta) at -0.460 / -0.460 Ha. The gap between HOMO and LUMO (alpha / beta) is 6.101 / 6.100 eV.

Geometry as XYZ:
```
45
Properties=species:S:1:pos:R:3:forces:R:3:lowdin_charge:R:1
Pt -0.0237 0.5292 0.7310 0.675 0.502 0.895 1.568
C 6.7051 -0.0387 -0.2054 -0.009 0.007 0.010 -0.019
O 6.4151 0.0568 1.1964 -0.017 -0.035 0.012 -0.018
C 5.1603 0.0504 1.5996 0.055 0.018 -0.057 -0.245
C 4.9907 0.1263 3.0138 -0.018 -0.015 0.022 0.035
C 3.7480 0.1391 3.5315 -0.003 -0.013 -0.035 0.017
C 2.5792 0.0788 2.6965 0.018 0.168 0.015 -0.087
C 1.3124 -0.0255 3.2447 -0.035 -0.383 -0.180 -0.289
C 0.9808 -0.0787 4.6956 0.073 -0.030 0.020 0.042
O 0.2243 -0.1483 2.5219 0.009 0.441 0.131 -0.224
C 2.7791 0.0319 1.2725 0.047 -0.090 0.051 -0.263
O 1.8300 -0.0268 0.3715 -0.167 -0.085 -0.603 -0.155
C 4.0697 -0.0055 0.7463 -0.020 -0.090 0.074 0.082
H 7.7866 -0.0571 -0.2757 -0.004 0.006 -0.005 0.103
H 6.3110 0.8305 -0.7314 0.000 -0.007 -0.008 0.106
H 6.2891 -0.9583 -0.6162 0.006 0.001 -0.005 0.105
H 5.8748 0.1619 3.6330 0.002 0.015 0.006 0.135
H 3.6288 0.1808 4.6028 0.004 0.029 -0.004 0.117
H 1.8306 0.0996 5.3425 -0.028 -0.010 0.017 0.081
H 0.5558 -1.0596 4.9167 0.001 -0.010 -0.011 0.119
H 0.2046 0.6606 4.8937 -0.001 0.005 0.000 0.113
H 4.1717 -0.0623 -0.3257 0.003 0.031 -0.011 0.130
O -1.5251 -1.0684 -2.8471 0.017 0.021 -0.032 -0.243
S -1.2834 0.1639 -2.1673 -0.028 0.062 0.009 0.589
O -0.7871 1.2946 -2.8630 0.005 0.040 -0.065 -0.221
O -0.2914 -0.3145 -1.0129 -0.131 -0.140 0.033 -0.482
C -2.8092 0.5905 -1.3201 0.119 -0.197 0.199 -0.244
C -3.9083 -0.1625 -1.7047 -0.036 -0.004 -0.054 -0.042
C -5.1320 -0.0121 -1.0664 0.013 0.033 -0.005 -0.022
C -5.2706 0.8822 -0.0198 0.024 -0.013 0.006 -0.025
C -4.1880 1.6563 0.3676 -0.096 0.101 -0.061 -0.036
C -2.9726 1.5181 -0.2851 0.043 0.154 -0.219 -0.276
S -1.6955 2.5358 0.3747 -0.141 -0.247 0.276 0.608
O -2.0326 3.9019 0.3964 0.138 0.020 -0.190 -0.156
O -1.3724 1.9057 1.7046 -0.407 -0.501 -0.304 -0.353
O -0.4145 2.1435 -0.3855 -0.027 0.273 0.002 -0.380
H -3.7933 -0.8753 -2.5085 -0.002 -0.028 0.032 0.124
H -5.9741 -0.6108 -1.3851 0.000 -0.001 -0.010 0.125
H -6.2149 0.9838 0.4962 -0.008 0.021 -0.011 0.124
H -4.2909 2.3780 1.1680 0.006 -0.007 0.008 0.132
Br -2.2490 -1.8928 1.2146 -0.160 -0.025 0.022 0.686
C -1.4444 -3.1169 -0.0524 0.030 0.009 0.048 -0.999
Br 0.4308 -3.3546 0.2736 0.031 -0.026 0.010 0.649
H -1.5769 -2.7050 -1.0453 0.027 -0.006 0.003 -0.021
H -1.9365 -4.0710 0.0806 -0.009 0.005 -0.031 0.007
```
Forces are in eV/Å.

=====

4.
ORCA calculation (the ωB97M-V functional and the def2-TZVPD basis) on a structure of composition C12H21Cr2F3N3O17 at a distorted geometry.

The calculation puts the electronic energy at -4301.15187 hartree. The spin multiplicity is 9. Its total charge is +1. The calculation puts the HOMO energy (alpha / beta) at -0.464 / -0.464 Ha. The gap between HOMO and LUMO (alpha / beta) is 6.356 / 7.345 eV.

Geometry as XYZ:
```
58
Properties=species:S:1:pos:R:3:forces:R:3:lowdin_spin:R:1
Cr -2.2181 -2.9792 -0.3022 1.163 1.767 1.110 3.854
Cr -2.6066 -0.7082 3.7634 0.220 -1.756 -3.305 3.898
N -4.6250 -2.0815 1.6576 -0.019 0.370 -0.340 0.004
O -5.7624 -1.9127 1.3523 0.053 -0.057 0.040 0.008
O -3.8580 -2.8185 0.9973 0.928 -0.900 -0.904 0.030
O -4.1624 -1.5324 2.7029 0.491 0.885 1.828 0.002
N -0.3088 -2.5982 2.3267 0.530 0.768 -0.371 0.007
O -1.2943 -2.3208 3.0738 -0.854 0.301 1.009 0.030
O 0.8270 -2.5487 2.7157 -0.605 -0.179 -0.006 0.013
O -0.5603 -2.8814 1.1149 -0.258 -0.524 -0.302 0.023
N -1.5709 0.1618 0.5975 0.277 -1.009 -0.034 0.010
O -0.7675 0.9995 0.2367 -1.036 -0.657 0.464 0.016
O -2.0019 -0.7393 -0.1913 0.071 0.510 -0.295 0.029
O -2.0016 0.0860 1.7944 0.185 0.829 0.417 0.040
C 2.6193 -0.6526 0.1576 -0.534 0.069 -0.170 0.000
C 2.3203 0.5730 1.0277 0.550 -1.189 -0.392 0.000
O 3.5538 1.2062 1.3908 -0.314 0.262 0.445 0.000
C 4.0581 0.7978 2.5609 0.269 -0.385 -0.113 0.000
O 3.6220 -0.0874 3.2499 -0.240 -0.033 0.135 0.000
O 5.1538 1.4916 2.8063 0.531 0.533 -0.679 0.000
C 5.9234 1.1215 3.9331 -0.133 -0.263 1.287 0.000
H 3.2893 -1.4095 0.5635 0.242 0.428 0.409 0.000
H 3.0106 -0.3040 -0.7979 -0.068 -0.273 -0.130 0.000
H 1.6779 -1.2042 0.0364 -0.064 0.190 -0.375 0.000
H 1.7748 0.2291 1.9042 0.000 0.421 0.166 0.000
H 1.7593 1.2926 0.4403 -0.025 0.137 0.207 0.000
H 6.9226 1.5457 3.9021 -0.121 0.199 -0.612 0.000
H 6.0080 0.0417 4.0473 -0.128 -0.008 -0.191 0.000
H 5.4455 1.5190 4.8316 -0.028 -0.119 0.004 0.000
C 2.5935 -5.4929 -1.5596 0.152 0.895 0.213 0.000
C 1.2660 -4.7618 -1.4410 0.831 -0.025 0.506 0.000
O 1.3047 -3.6900 -2.4158 -0.010 -0.352 -0.455 0.004
C 0.3811 -2.7759 -2.3635 1.194 -0.519 -0.153 0.004
O -0.6444 -2.9008 -1.7113 -2.129 -0.071 1.000 0.025
O 0.7291 -1.7514 -3.0708 -0.183 0.368 -0.639 0.003
C -0.1363 -0.6037 -3.0227 -0.472 0.265 0.960 0.000
H 2.5930 -6.3637 -0.9090 -0.030 -0.217 -0.272 0.000
H 3.4007 -4.8421 -1.2182 -0.039 0.010 0.045 0.000
H 2.8166 -5.7051 -2.6032 -0.170 -0.463 0.058 0.000
H 1.1834 -4.2319 -0.4913 -0.179 -0.474 0.230 0.000
H 0.4574 -5.4795 -1.5785 -0.335 0.442 -0.327 0.000
H 0.0196 -0.1554 -2.0418 -0.129 0.216 -0.082 0.000
H -1.1806 -0.9067 -3.0877 0.078 0.006 -0.184 0.000
H 0.1115 0.1134 -3.7954 0.316 -0.371 -0.216 0.000
C -4.0721 2.6365 -1.2933 0.140 0.800 -0.089 0.000
C -2.9402 3.5614 -0.8234 0.194 -1.766 -0.124 0.000
O -3.0163 4.7180 -1.6363 -0.446 1.224 -0.152 0.000
C -2.0813 5.6652 -1.4725 -0.866 -1.182 0.387 0.000
O -1.1530 5.5514 -0.7459 0.882 0.291 0.412 0.000
C -2.3815 6.9444 -2.2582 0.119 0.125 0.297 0.000
F -3.3667 6.7910 -3.1296 0.077 0.018 -0.353 0.000
F -2.7381 7.9060 -1.3999 -0.051 0.016 0.103 0.000
F -1.2628 7.3319 -2.8622 -0.082 0.078 -0.386 0.000
H -3.8063 2.1444 -2.2262 -0.064 -0.215 0.078 0.000
H -4.9358 3.2719 -1.4966 -0.063 -0.075 -0.009 0.000
H -4.3835 1.9379 -0.5189 0.259 -0.207 -0.072 0.000
H -1.9539 3.1187 -0.9786 -0.050 -0.112 0.035 0.000
H -3.0319 3.6823 0.2578 -0.025 0.979 -0.115 0.000
```
Forces are in eV/Å.